1.
16
Properties=species:S:1:pos:R:3:mulliken_charge:R:1 method="wB97M-V/def2-TZVPD" spin_multiplicity=1 homo_lumo_gap_ev=10.796 smiles="CC(C)(C)[N+](=O)[O-]" energy_ev=-9874.8425 homo_ev=-10.0 mol_weight_da=103.12
O 2.31 0.98 0.46 -0.5685
O 2.18 -1.02 -0.34 -0.5382
N 1.72 -0.03 0.10 0.7169
C -0.44 0.64 -1.26 -1.3517
C -0.41 -1.47 0.01 -1.2158
C -0.12 -0.02 0.04 1.5530
C -0.45 0.79 1.25 -1.5187
H -1.50 1.22 1.43 0.3145
H -1.07 -1.61 -0.93 0.2533
H 0.39 0.47 -2.05 0.3340
H -1.09 -1.75 0.88 0.3085
H 0.33 -2.38 -0.07 0.2916
H -0.07 0.28 2.22 0.3374
H 0.14 1.72 1.22 0.4391
H -1.42 0.41 -1.87 0.3298
H -0.50 1.77 -1.08 0.3147


2.
35
Properties=species:S:1:pos:R:3:mulliken_charge:R:1 method="wB97M-V/def2-TZVPD" spin_multiplicity=1 homo_lumo_gap_ev=9.275 energy_ev=-118123.6545 homo_ev=-6.5 mol_weight_da=397.24 total_charge=-1
Br -0.76 0.92 -1.11 -0.1597
S 0.09 -0.30 0.56 0.8961
S -1.96 0.41 2.25 1.1317
O 0.54 -1.48 -0.09 -0.5601
O -4.15 1.92 -1.23 -0.3173
O 1.13 0.44 1.16 -0.6007
O 5.38 -2.72 -1.55 -0.3716
O 6.85 -1.11 -1.10 -0.3390
O -1.93 0.27 3.66 -0.7758
O 7.43 -2.78 -2.49 -0.5553
O -1.69 1.75 1.80 -0.5789
N -1.04 -0.75 1.60 -0.3704
C -3.96 0.10 0.34 -0.3322
C -4.37 3.31 -1.39 -0.8074
C -4.47 1.50 0.09 -0.5462
C 6.63 -2.26 -1.78 0.6235
C 4.84 -1.97 -0.43 0.6315
C 5.59 -0.67 -0.57 -0.5052
C -3.61 -0.06 1.81 -0.9569
C 3.34 -1.85 -0.51 -1.4697
H -4.33 0.48 2.41 0.4054
H -5.55 1.54 0.24 0.3120
H 3.04 -1.25 -1.37 0.3311
H 5.73 -0.15 0.38 0.3078
H -3.14 -0.12 -0.32 0.1937
H -5.07 3.70 -0.66 0.3413
H 5.13 -2.50 0.49 0.2682
H -3.43 3.84 -1.23 0.2797
H -3.98 2.17 0.78 0.4368
H 2.94 -1.38 0.39 0.3862
H 5.13 0.01 -1.29 0.3264
H -4.75 -0.59 0.08 0.3262
H -3.71 -1.11 2.06 0.4343
H 2.87 -2.83 -0.62 0.3505
H -4.75 3.52 -2.38 0.2639


3.
210
Properties=species:S:1:pos:R:3:mulliken_charge:R:1 method="wB97M-V/def2-TZVPD" spin_multiplicity=1 homo_lumo_gap_ev=3.629 energy_ev=-134751.2292 homo_ev=-6.5 mol_weight_da=1355.54 total_charge=+1
F 3.18 3.36 -2.05 -0.2715
F -7.03 4.05 1.96 -0.2908
F 3.49 -2.66 -3.84 -0.3525
F 2.58 -1.57 -2.24 0.0402
F 2.05 -1.18 -4.34 -0.3254
F 1.84 4.38 -0.70 -0.0521
F -4.98 4.70 1.97 -0.2789
F 3.80 3.89 -0.11 -0.2913
F -5.53 2.77 2.70 -0.2851
O 2.63 6.47 -2.56 -0.3205
O 1.18 -1.05 0.59 -0.9622
O -6.34 3.97 -0.72 -0.4353
O -2.94 -0.14 -2.80 -0.2210
O -0.42 -0.06 -0.32 -0.4450
O 8.45 3.81 -2.93 -0.3643
O -5.10 -4.10 -0.53 0.0746
O 1.50 -0.49 4.89 -0.6435
O -2.76 -0.96 2.07 -0.1520
O -4.56 -5.08 2.97 -0.1149
O -4.68 2.42 -0.28 -0.7345
O 4.55 3.43 3.15 -0.5434
O 3.84 6.76 -0.74 -0.9271
O -0.25 -3.86 1.83 0.2619
O 4.88 -2.76 2.21 -0.3968
O 0.64 -3.74 -4.59 -0.2867
O 1.27 1.03 0.47 -0.4910
O -1.94 5.06 -2.46 -0.3165
O -6.49 -9.06 -1.54 -0.3220
O -0.62 4.28 4.71 -1.0906
O 1.31 -4.31 -2.53 -0.9993
O 6.71 1.22 -1.15 -0.4568
N 0.67 0.00 0.24 0.2717
N 9.05 2.72 -0.59 -0.0915
N -3.07 -2.91 4.10 0.2026
N -4.80 -6.46 -2.11 -0.2483
N 2.36 -3.76 0.43 0.8841
N 1.88 3.09 4.34 0.2870
N -2.12 2.20 -1.49 2.2146
C 4.62 -2.54 0.81 0.3138
C -5.27 -2.80 0.08 -0.7558
C -5.70 5.21 -0.99 0.9240
C 8.08 4.46 -4.16 -0.7295
C -6.19 -6.09 -1.61 -0.5240
C -2.49 2.25 -3.01 -0.5194
C -5.79 -5.78 2.95 -0.6030
C -4.69 -7.88 -2.78 -0.7610
C 1.81 -0.92 3.58 0.3994
C -1.02 -3.72 0.64 -0.4097
C -2.60 -1.48 -3.16 0.0800
C -2.76 -4.37 4.38 -0.3557
C -6.68 6.02 -1.73 -1.6072
C 1.88 5.67 -3.49 0.7507
C 3.47 5.76 -1.64 0.0804
C 0.01 -4.01 -6.85 -1.3910
C -2.22 5.67 3.26 -1.3416
C -6.25 -4.56 -1.26 -0.7691
C 1.20 -3.20 -3.42 0.9866
C 7.50 0.85 -0.14 0.0091
C 5.94 3.15 3.00 -0.7665
C 2.34 3.03 2.80 -0.5024
C -6.88 -9.87 -0.48 -0.7537
C -1.49 4.29 3.57 1.1590
C 9.86 3.74 -2.78 -0.5520
C 3.92 -3.73 0.17 -0.9289
C 0.43 -3.01 -5.77 0.1177
C 3.09 4.39 -1.15 0.8827
C 5.34 1.00 -1.03 1.0592
C -1.99 -1.92 4.20 -0.9474
C 5.68 -1.76 2.87 -0.3222
C -5.83 3.66 1.72 0.8957
C -2.33 -0.63 3.39 1.2978
C -4.13 -5.08 4.33 -0.9141
C -2.35 3.09 3.41 1.4394
C 1.27 6.69 -4.46 -1.4897
C 2.00 1.81 5.21 -1.3518
C 8.93 1.20 -0.53 -0.9392
C -1.62 4.58 -1.12 -0.7980
C -1.01 3.13 -1.06 -0.4504
C -3.08 0.22 1.34 -0.3435
C 2.14 -4.58 1.77 -0.5035
C 3.71 2.38 2.74 1.7165
C 10.18 3.53 -1.31 -0.7156
C 0.88 0.74 4.89 0.8954
C 2.34 -2.16 -3.42 0.4047
C 0.60 -4.98 1.91 -1.0187
C -5.78 3.13 0.25 -0.3780
C -2.38 0.85 -3.65 -0.7344
C -2.37 6.36 -2.53 -0.8613
C -5.10 -9.05 -1.85 -0.5350
H -4.79 -9.97 -2.33 0.4933
H -5.15 -7.92 -3.77 0.3734
H 0.21 0.76 5.75 0.6316
H -4.79 -4.49 4.96 0.3677
H -1.96 -4.26 0.53 0.2229
H -0.91 5.25 -0.64 0.7730
H -6.48 2.31 0.31 0.0317
H -3.83 0.84 1.82 0.7105
H 2.49 5.00 -4.09 0.1646
H 3.94 2.19 1.70 -1.2861
H -1.56 -1.75 -3.31 -0.1188
H -1.48 0.04 3.40 -1.1036
H -3.00 5.95 3.96 0.3600
H 4.81 1.46 -1.86 0.2457
H -7.04 5.59 -2.66 0.3217
H 7.04 4.77 -4.09 0.2038
H -1.10 -2.40 3.79 -0.0344
H -2.22 -4.67 3.48 0.1089
H 2.28 4.00 2.32 0.6642
H 1.11 5.04 -3.04 -0.4168
H 8.25 3.02 -1.12 0.4452
H 0.94 3.43 4.47 0.0283
H 2.00 7.16 -5.11 0.3998
H -0.60 -4.84 -6.47 0.2976
H -4.10 -6.11 4.70 0.6021
H -0.69 2.83 -0.06 -0.2734
H -2.86 -2.07 -2.28 -0.1836
H -2.80 0.90 -4.65 0.5352
H -0.37 -2.28 -5.75 0.0532
H 1.33 -2.54 -6.17 0.2607
H 1.91 -4.20 -0.36 0.3495
H -5.88 -6.78 3.38 0.3745
H -1.34 -2.68 0.69 -0.2013
H -3.01 2.37 -1.04 -0.3380
H -3.49 -2.89 3.18 0.1804
H -0.21 2.99 -1.78 0.3953
H 3.97 -1.68 0.89 -0.0522
H 9.19 0.75 -1.49 0.3962
H 0.86 7.51 -3.87 0.2998
H 4.31 -4.73 0.30 0.5642
H -3.04 3.10 4.25 0.4172
H -4.36 -2.57 0.63 -0.3302
H -4.50 -5.75 -2.76 0.3637
H 5.35 -2.07 0.15 0.4299
H -1.83 2.94 -3.53 0.3578
H 6.14 2.97 1.94 0.0487
H 2.77 -5.46 1.75 0.5520
H -6.16 6.96 -1.94 0.4175
H 1.91 -2.85 0.47 -0.2800
H -3.17 -0.22 3.95 0.5095
H 5.09 -0.06 -0.93 -0.0990
H 0.88 -1.34 3.21 -0.2377
H 10.38 4.60 -3.21 0.4960
H -5.99 -5.80 1.88 -0.1140
H 11.04 2.87 -1.30 0.3094
H -3.24 -1.86 -3.96 0.3929
H 6.13 2.27 3.61 0.3846
H 8.70 5.33 -4.34 0.3259
H -3.47 2.73 -3.07 0.1722
H 0.25 -5.48 2.81 0.4168
H -2.10 -4.42 5.24 0.4750
H -4.11 -6.45 -1.37 0.3767
H -4.86 5.06 -1.66 -0.4574
H -2.58 6.75 -3.52 0.2750
H 2.47 -4.06 2.66 0.2323
H -6.04 -2.75 0.84 0.4292
H 6.57 -1.48 2.31 0.2534
H 0.26 0.99 4.03 -0.9822
H -3.62 -7.80 -2.98 0.4729
H -3.19 6.50 -1.82 0.3590
H -6.63 -5.29 3.44 0.3670
H -6.36 -10.83 -0.50 0.3436
H 3.90 -3.49 -0.90 0.1888
H 7.30 -0.22 -0.06 0.2338
H 9.59 0.72 0.19 0.4359
H 2.48 -1.76 3.73 0.1576
H 2.22 -0.18 2.89 -0.0508
H -1.55 7.03 -2.28 0.3247
H -7.50 6.35 -1.09 0.3990
H 0.82 -4.43 -7.44 0.3247
H 10.25 2.91 -3.37 0.3719
H 8.18 3.81 -5.04 0.3134
H -0.46 -4.00 -0.25 0.3270
H -1.31 0.69 -3.75 0.2623
H -3.75 -2.66 4.80 0.4183
H -6.77 -6.30 -2.51 0.4014
H -4.49 -9.03 -0.95 0.3763
H -6.53 -3.96 -2.13 0.4705
H -6.57 -6.77 -0.86 0.3149
H -2.58 4.57 -0.60 0.3379
H 2.01 2.15 6.24 0.3800
H 3.01 1.40 5.24 0.4861
H 0.42 -2.52 -3.10 -0.6240
H 4.25 5.47 -2.34 -0.0990
H 1.45 2.51 2.43 -0.3891
H 3.86 1.43 3.27 0.1540
H -3.44 -0.06 0.35 0.1398
H -0.81 4.22 2.72 -0.5643
H -1.89 1.23 -1.36 -0.3225
H -1.81 -1.77 5.26 0.5220
H -2.22 0.88 1.26 -0.4045
H -5.42 5.79 -0.11 0.2803
H -2.63 5.66 2.25 0.0897
H 6.06 -2.27 3.76 0.2930
H -1.76 2.17 3.41 -1.2799
H -7.13 -4.36 -0.64 0.4270
H 5.05 -0.92 3.14 -0.0765
H 2.59 3.65 4.78 0.4964
H -0.57 -3.43 -7.56 0.3950
H -6.76 -9.44 0.51 0.2813
H 9.01 3.10 0.34 0.3800
H -2.86 3.09 2.44 -0.5800
H 0.51 6.20 -5.06 0.3742
H 6.58 3.88 3.48 0.3749
H -1.56 6.53 3.18 0.4594
H 10.37 4.48 -0.81 0.4198
H 7.34 1.28 0.84 0.1514
H -5.44 -2.05 -0.70 0.5767
H 5.09 1.44 -0.07 -0.5755
H 0.38 -5.67 1.09 0.4686
H -7.96 -9.97 -0.51 0.2688


4.
17
Properties=species:S:1:pos:R:3:mulliken_charge:R:1 method="wB97M-V/def2-TZVPD" spin_multiplicity=1 homo_lumo_gap_ev=9.222 smiles=C[C@H]1[C@@H]2CS[C@H]1C2 energy_ev=-17218.2365 homo_ev=-8.2 mol_weight_da=114.21
S 2.12 -0.88 -0.14 -0.2210
C 0.49 -0.99 0.63 0.0089
C 0.21 0.38 1.33 -0.7944
C 1.68 0.84 -0.61 -0.7973
C -1.86 -0.55 -0.46 -1.3856
C -0.37 -0.49 -0.56 -0.1952
C 0.21 0.93 -0.11 -0.0569
H 1.84 0.90 -1.70 0.3471
H -0.77 0.27 1.84 0.2465
H 0.98 0.84 1.98 0.2949
H 2.39 1.52 -0.16 0.4024
H -2.17 -0.35 0.55 0.2635
H 0.03 -0.81 -1.55 0.4069
H -0.44 1.79 -0.37 0.3683
H -2.27 -1.58 -0.63 0.3580
H -2.36 0.13 -1.17 0.3374
H 0.27 -1.94 1.12 0.4166


5.
32
Properties=species:S:1:pos:R:3:mulliken_charge:R:1 method="wB97M-V/def2-TZVPD" spin_multiplicity=3 homo_lumo_gap_ev="7.533 / 7.921" energy_ev=-27695.0622 homo_ev="-16.9 / -17.5" s2=2.015 mol_weight_da=360.18 total_charge=+2
Mo -0.18 0.31 0.20 1.8131
O 1.42 0.99 0.44 -0.6219
O -1.66 0.09 -0.69 -0.6221
O -3.10 0.51 -2.40 -0.3668
O 3.20 2.29 -0.14 -0.3712
O 0.36 4.10 -4.47 -0.4320
N -0.51 -0.65 1.91 -0.3870
N 0.08 1.46 -1.40 -0.4278
C 2.12 1.87 -0.34 0.2261
C 0.33 3.27 -3.48 0.9276
C -0.18 -2.52 4.90 -1.5229
C -1.12 -0.17 5.10 -1.5453
C -0.84 2.47 -3.34 -0.4877
C -2.56 -2.06 4.20 -1.5209
C -2.07 0.68 -1.86 0.2133
C 1.37 3.12 -2.52 -0.3927
C -0.92 1.59 -2.29 0.4571
C -1.13 -1.48 4.27 1.7371
C -0.75 -1.09 2.96 -0.0629
C 1.20 2.20 -1.51 0.3081
H 1.16 4.65 -4.56 0.3586
H -3.26 -1.35 3.77 0.4120
H -1.80 0.57 4.68 0.4116
H -1.63 2.59 -4.07 0.5647
H -2.58 -2.98 3.61 0.4141
H -0.52 -2.74 5.91 0.4021
H -2.89 -2.30 5.21 0.4029
H -0.12 0.26 5.15 0.4167
H 2.27 3.72 -2.58 0.4661
H -1.45 -0.41 6.11 0.4145
H -0.18 -3.45 4.34 0.4094
H 0.84 -2.14 4.97 0.4062


6.
16
Properties=species:S:1:pos:R:3:mulliken_charge:R:1 method="wB97M-V/def2-TZVPD" spin_multiplicity=1 homo_lumo_gap_ev=9.702 energy_ev=-7389.4022 homo_ev=-8.7 mol_weight_da=86.13
O 2.67 -0.18 0.77 -0.2017
C 1.32 -0.95 0.09 -0.4271
C -1.43 0.37 -0.93 -0.6711
C -2.17 -0.40 0.16 -0.8173
C 2.17 0.07 -0.59 -0.1315
C 1.30 -0.07 1.30 -0.1334
H 1.21 -0.54 2.28 0.2569
H -2.36 -1.43 -0.14 0.2549
H -2.04 0.46 -1.83 0.3593
H 2.87 -0.28 -1.35 0.2357
H 0.97 0.98 1.28 0.1865
H -1.58 -0.44 1.09 0.2081
H 1.88 1.12 -0.71 0.1884
H -0.51 -0.15 -1.21 0.1333
H -3.13 0.06 0.40 0.3309
H -1.17 1.38 -0.60 0.2280


7.
84
Properties=species:S:1:pos:R:3:mulliken_charge:R:1 method="wB97M-V/def2-TZVPD" spin_multiplicity=4 homo_lumo_gap_ev="5.011 / 5.183" energy_ev=-104236.4367 homo_ev="-12.5 / -13.2" s2=3.910 mol_weight_da=687.60 total_charge=+2
Mn 0.29 -0.01 0.26 0.7168
P 0.35 -2.21 -0.56 1.0744
P 2.43 0.95 2.17 0.3990
P -1.79 0.60 -0.69 1.0882
O -1.26 -0.81 2.67 -0.2859
N 0.48 -0.16 -3.50 -0.5873
N 1.90 0.41 0.75 -0.0356
C 4.84 1.64 0.92 -0.0683
C -2.22 0.78 -2.55 -1.3123
C 4.39 -1.30 -3.07 -0.8726
C 1.27 -0.54 4.23 -0.5838
C 1.37 2.67 4.07 -0.4716
C 2.06 -1.92 -2.82 0.1914
C -3.27 -0.33 -0.16 -1.2752
C 2.72 0.39 -2.72 -0.0240
C 6.18 2.03 0.95 -0.6987
C 3.40 -2.29 -3.01 -0.8888
C -1.43 2.91 -3.75 -0.8048
C 1.50 2.40 2.70 0.9509
C 2.33 -0.42 3.33 0.8200
C 4.07 0.03 -2.78 -0.5357
C 1.34 -3.22 0.60 -1.4871
C 1.01 -2.82 -2.24 -1.2126
C 3.26 -1.46 3.16 -0.9214
C 1.73 -0.55 -3.10 0.3602
C 0.89 3.46 -3.32 -0.5850
C 0.27 4.42 2.17 -0.7601
C 2.12 -2.71 4.90 -0.6148
C -1.21 1.61 -3.28 0.0250
C 6.84 2.17 2.18 -0.5930
C -2.19 2.27 -0.07 -1.4623
C -1.24 -3.13 -0.55 -1.4379
C 6.18 1.91 3.38 -0.6981
C 2.17 1.60 -2.08 1.4999
C 0.98 3.29 1.75 -0.4306
C 0.67 3.80 4.48 -0.8232
C -0.36 3.81 -3.84 -0.6871
C 1.12 2.13 -2.98 0.2980
C 1.19 -1.68 5.03 -0.9170
C -0.66 -0.46 1.72 -0.0077
C 4.17 1.40 2.13 0.4025
C 0.12 4.67 3.54 -0.5954
C 4.84 1.53 3.35 -0.3862
C 3.15 -2.61 3.95 -0.7800
C 0.15 1.15 -3.33 0.5250
H 1.81 1.99 4.80 0.4519
H -2.45 3.22 -4.01 0.4681
H 1.03 -3.02 1.63 0.3294
H 5.43 -1.57 -3.27 0.4345
H -3.21 1.25 -2.61 0.6744
H -2.24 -0.24 -2.96 0.4653
H 1.55 1.16 -1.09 -1.4999
H 3.87 -3.41 3.83 0.4746
H 2.91 2.34 -1.79 1.1093
H -3.26 2.48 -0.22 0.5408
H 2.40 -2.95 0.51 0.3287
H 3.65 -3.35 -3.08 0.4662
H 6.68 2.01 4.34 0.4407
H 2.05 -3.59 5.53 0.4230
H 4.30 1.52 -0.03 0.2074
H -1.59 3.02 -0.59 0.3266
H 0.38 -1.75 5.76 0.4825
H -3.19 -0.57 0.91 0.4069
H 1.13 3.11 0.68 0.5776
H 0.14 -2.88 -2.92 0.5045
H -1.03 -4.21 -0.53 0.5358
H 1.70 4.18 -3.18 0.5195
H 4.31 1.32 4.29 0.3063
H -4.16 0.30 -0.32 0.4938
H 0.57 4.00 5.55 0.4573
H 4.83 0.79 -2.62 0.5815
H 0.53 0.25 4.33 0.6362
H -1.82 -2.87 0.34 0.3762
H -1.82 -2.89 -1.44 0.3413
H -0.50 4.81 -4.26 0.4517
H -3.37 -1.26 -0.71 0.3352
H -0.17 5.09 1.43 0.4934
H 1.21 -4.29 0.38 0.5963
H 1.44 -3.82 -2.08 0.5891
H 7.89 2.47 2.20 0.4064
H 4.06 -1.37 2.43 0.5120
H -1.96 2.33 1.00 0.3740
H 6.71 2.24 0.02 0.4542
H -0.42 5.56 3.87 0.4204